Record 1
A structure of composition C20H20ClF6HgN4O4P at a distorted geometry, computed with ωB97M-V/def2-TZVPD.

The geometry in XYZ format:
```
57
Properties=species:S:1:pos:R:3:mulliken_charge:R:1
Hg 0.15692 -0.14395 0.05771 3.46
Cl -2.39543 1.04343 -2.51127 1.77
P 2.91812 -1.25156 1.94139 1.33
F 4.01135 -2.38582 1.97848 -0.36
F 1.74632 -2.23164 2.46758 -0.36
F 3.98124 -0.14969 1.40051 -0.40
F 1.75568 -0.04237 1.84028 -0.52
F 2.55364 -1.62874 0.38951 -0.38
F 3.21925 -0.82066 3.46674 -0.39
O -3.76574 0.62390 -2.64952 -0.71
O -1.63772 0.69588 -3.66777 -0.67
O -1.82378 0.34375 -1.35860 -0.84
O -2.35219 2.46659 -2.27930 -0.67
N -0.02567 -2.18592 -1.19114 0.19
N -0.20525 2.02566 0.85866 0.13
N 1.31736 1.00617 -1.61366 0.04
N -1.38045 -1.01485 1.74604 0.12
C 0.83277 2.66346 1.44781 -0.19
C 1.07183 2.30392 -1.98141 -0.12
C -1.39814 2.63741 1.00329 -0.12
C -0.24045 -4.60481 -1.14200 -1.03
C -0.28941 -4.63553 -2.54503 -0.12
C 1.82819 3.03937 -2.85122 -1.03
C 0.76659 3.85800 2.12696 -1.04
C -0.48440 4.47637 2.23931 -0.18
C 2.93406 2.41787 -3.45501 -0.13
C -2.08863 -0.78266 4.01919 -1.05
C -3.22332 -1.50985 3.79095 -0.23
C -0.00568 -3.37817 -0.54350 -0.25
C -0.17980 -3.45883 -3.24149 -1.04
C 3.15684 1.07611 -3.21791 -1.00
C -1.18188 -0.55787 2.99249 -0.20
C -3.46513 -1.96636 2.49582 -0.78
C -0.06038 -2.28348 -2.52615 -0.06
C -2.50484 -1.70376 1.51589 -0.19
C -1.54880 3.86801 1.62000 -0.93
C 2.32692 0.44371 -2.30490 -0.27
H -2.69065 -2.16905 0.55620 0.37
H -3.90318 -1.81397 4.57593 0.38
H -0.23950 -3.46743 -4.32031 0.44
H -0.27525 0.00966 3.14843 0.46
H -0.28430 -5.54519 -0.61466 0.44
H 0.01780 -3.30086 0.53738 0.49
H -0.07400 -1.34422 -3.06958 0.33
H -2.25111 2.13624 0.56410 0.41
H -1.86028 -0.38559 4.99941 0.42
H -0.42952 -5.62239 -2.96713 0.38
H -4.32165 -2.56287 2.22011 0.43
H 2.46252 -0.57265 -1.95148 0.47
H 0.15714 2.69571 -1.55530 0.33
H 1.67683 4.35154 2.43371 0.42
H 1.58078 4.07647 -3.01821 0.45
H -2.55500 4.22848 1.78824 0.39
H 4.00027 0.55353 -3.64218 0.42
H 3.59459 2.93648 -4.13676 0.39
H 1.79815 2.19883 1.29367 0.39
H -0.72363 5.34420 2.83968 0.40
```

Values from the calculation:
HOMO level = -9.59 eV
Relative energy (zero: lowest compared OMol25 entry of this formula, charge and spin) = 24.55 kJ/mol



Record 2
The molecule C20H20ClFN2O2, computed with ωB97M-V/def2-TZVPD.

The geometry in XYZ format:
```
46
Properties=species:S:1:pos:R:3:mulliken_charge:R:1
Cl 0.62788 7.74089 4.02211 -0.22
F 2.78048 -6.28618 -3.52847 -0.33
O 1.40006 -0.50550 1.49148 -0.69
O -2.65247 -1.44384 -2.26267 -0.68
N -0.61789 -1.59215 -1.25423 0.15
N -0.08760 0.63253 0.22700 -0.01
C 2.27604 -2.86216 -2.50647 -0.21
C -1.01823 4.92667 1.73731 -0.28
C -2.45018 -1.86941 0.14344 -0.52
C -0.55553 3.74758 2.30643 0.23
C 0.20519 -1.42600 -2.43227 -1.42
C 0.28538 3.82191 3.41049 -0.22
C 0.20220 1.93534 0.77584 -0.90
C -0.91389 2.41407 1.71765 -0.79
C -1.20241 -2.33376 0.89282 -0.90
C -0.65996 6.15685 2.25880 -0.72
C 0.81299 -4.99248 -3.52824 -0.67
C 0.91909 -2.71209 -2.75910 0.27
C 0.19398 -3.78511 -3.26552 -0.20
C 2.16817 -5.11174 -3.27432 0.37
C -0.03269 -1.78979 0.04843 0.52
C 2.91246 -4.06339 -2.76612 -0.65
C 0.65290 5.04350 3.94290 -0.75
C 0.17603 6.20776 3.36187 0.38
C 0.51269 -0.49108 0.66677 -0.02
C -1.96999 -1.62302 -1.27952 0.59
H 0.26515 -5.83255 -3.92459 0.43
H -1.85033 2.48723 1.16028 0.43
H 0.65499 2.91277 3.86101 0.40
H 2.84330 -2.03496 -2.10549 0.38
H 1.13918 1.84468 1.32971 0.47
H 0.79895 -2.50084 0.00210 0.37
H -0.85112 0.55965 -0.42795 0.21
H 0.33483 2.65281 -0.03909 0.31
H -2.85081 -0.93551 0.54331 0.20
H 1.30297 5.09554 4.80196 0.41
H -0.47317 -1.14718 -3.24405 0.55
H 0.92516 -0.61874 -2.26166 0.38
H -1.67222 4.88742 0.87836 0.36
H -0.86275 -3.66764 -3.45411 0.45
H -1.03689 1.67529 2.51188 0.33
H -3.25398 -2.60307 0.14902 0.39
H -1.02572 7.06942 1.81513 0.41
H -1.15949 -3.42250 0.91838 0.36
H 3.96615 -4.19375 -2.57769 0.43
H -1.15893 -1.96748 1.91706 0.41
```

Values from the calculation:
Structure (SMILES) = O=C(NCCc1ccc(Cl)cc1)[C@H]1CCC(=O)N1Cc1ccc(F)cc1
HOMO level = -9.11 eV
Relative energy (zero: lowest compared OMol25 entry of this formula, charge and spin) = 0.00 kJ/mol



Record 3
The molecule C20H20ClNO at a distorted geometry, computed with ωB97M-V/def2-TZVPD.

The geometry in XYZ format:
```
43
Properties=species:S:1:pos:R:3:mulliken_charge:R:1
Cl 1.12068 4.37293 0.90654 -0.23
O -0.05012 -3.87238 2.69834 -0.48
N 1.54100 0.37409 -0.48658 -0.18
C 2.14956 -1.61699 0.71369 -0.97
C -1.81621 -5.18754 1.71948 -1.12
C 1.17508 -0.90218 0.07449 0.64
C 1.25395 2.67882 -1.24256 -0.14
C -0.14913 -1.12521 0.17206 -0.77
C 1.55715 3.92899 -0.70938 0.56
C 2.16513 3.43111 -3.37751 -0.78
C 2.16563 4.90777 -1.46538 -0.40
C -2.73209 1.49537 0.14748 -0.60
C -0.78426 1.14346 -1.12456 0.03
C -1.22768 -0.20964 -0.48083 -0.26
C -1.96594 2.04407 -0.93514 -1.39
C -2.40243 0.15122 0.57546 -0.98
C -0.50834 -2.20442 0.97961 -0.05
C 0.57276 1.57970 -0.45949 -0.20
C 1.70981 -2.67459 1.61218 -0.31
C 0.36448 -2.98487 1.74314 0.13
C 2.37446 4.67897 -2.83694 -0.43
C -1.42414 -4.27014 2.88221 -0.34
C 1.51562 2.40816 -2.59505 -0.40
H -3.56040 2.06410 0.61107 0.41
H -1.43702 -4.70967 3.92370 0.33
H -1.48188 -2.36542 1.26645 0.50
H -0.71996 1.04918 -2.23365 0.58
H -1.03087 -5.74162 1.29320 0.33
H -1.99484 0.19043 1.55685 0.43
H -2.57130 -5.83146 2.04231 0.43
H -2.25968 -4.63040 0.91042 0.30
H 2.47657 3.17340 -4.42109 0.32
H -3.21979 -0.49686 0.55697 0.46
H 2.37841 5.86921 -0.90391 0.31
H -2.17659 -3.51235 2.89255 0.31
H 3.28200 -1.42990 0.57104 0.24
H 2.53088 0.70307 -0.35535 0.28
H 2.45136 -3.27247 2.23748 0.30
H 2.76977 5.53770 -3.35238 0.38
H -2.20320 2.78635 -1.52936 0.77
H 1.38815 1.38768 -2.88984 0.43
H -1.64620 -0.73979 -1.23882 0.74
H 0.41964 1.82211 0.55110 0.85
```

Values from the calculation:
Structure (SMILES) = CCOc1ccc2c(c1)[C@H]1CC=C[C@H]1[C@H](c1ccccc1Cl)N2
HOMO level = -7.37 eV



Record 4
The molecule C20H20N2O3S at a distorted geometry, computed with ωB97M-V/def2-TZVPD.

The geometry in XYZ format:
```
46
Properties=species:S:1:pos:R:3:mulliken_charge:R:1
S -4.22215 2.26396 3.31281 1.34
O -4.54159 1.65877 4.60739 -0.66
O -5.34579 2.66449 2.45890 -0.66
O 5.43889 2.40636 -4.70036 -0.54
N -0.83372 -2.91720 0.62439 0.39
N 1.10739 -2.72036 -0.53721 -0.60
C -2.08099 0.44826 2.95508 -0.54
C 5.02734 0.44122 -3.30703 -0.49
C -2.99740 1.32440 2.35853 -0.12
C 1.92685 -0.62646 -1.39328 0.39
C 4.60004 1.61817 -3.93808 0.72
C 1.97866 -2.02212 -1.26593 -1.05
C 2.39304 1.24860 -2.97224 -0.50
C -1.09462 -0.24887 2.25007 -0.36
C 4.17577 -0.28301 -2.48263 -0.80
C -2.89989 1.50423 0.97398 -0.76
C -2.11883 -2.92864 -0.11278 -1.00
C -3.30335 3.73850 3.75657 -1.04
C 0.91016 0.06384 -0.68844 -0.25
C 3.24907 1.99575 -3.79403 -0.56
C -1.01500 0.00168 0.89238 0.61
C -0.40199 -4.17194 1.31227 -0.93
C 2.83643 0.14017 -2.27763 0.39
C 0.02520 -0.67156 0.08229 0.42
C -1.91103 0.86140 0.24275 -0.45
C 0.14149 -2.06063 0.08896 -0.56
H 0.82270 1.17525 -0.68088 0.63
H -2.34853 -3.97277 -0.47593 0.29
H -3.02722 4.28189 2.83496 0.36
H -3.91917 4.39291 4.40619 0.36
H -3.54978 2.22410 0.47913 0.39
H 0.58453 -4.01677 1.81063 0.29
H 1.36422 1.55242 -2.92936 0.48
H 2.70919 -2.57247 -1.79056 0.50
H -0.32978 -5.01079 0.59319 0.35
H -1.89250 1.06837 -0.82332 0.48
H -1.11681 -4.45894 2.14205 0.29
H 4.51066 -1.19937 -1.99614 0.34
H -2.13715 0.30452 4.02666 0.41
H -2.43063 3.43398 4.28095 0.39
H 6.05374 0.08202 -3.43746 0.27
H -2.88596 -2.62995 0.61008 0.27
H -2.08276 -2.25009 -0.97630 0.37
H 6.20503 1.91316 -5.00923 0.30
H 2.87001 2.88764 -4.29999 0.38
H -0.44378 -0.93414 2.78861 0.47
```

Values from the calculation:
Structure (SMILES) = CN(C)c1ncc(-c2ccc(O)cc2)cc1-c1ccc(S(C)(=O)=O)cc1
HOMO level = -7.98 eV
Relative energy (zero: lowest compared OMol25 entry of this formula, charge and spin) = 211.39 kJ/mol



Record 5
A cluster of 2 separate species, C20H20N4O4S in total at a distorted geometry, computed with ωB97M-V/def2-TZVPD.

The geometry in XYZ format:
```
49
Properties=species:S:1:pos:R:3:mulliken_charge:R:1
S 4.90436 1.64728 0.75071 1.04
O -1.34178 2.25496 -2.43698 -0.68
O 5.72598 1.88089 -0.56981 -0.69
O -3.43750 1.70288 0.36323 -0.49
O 5.37405 2.31805 1.93725 -0.66
N 5.51416 -2.14684 0.30460 -0.64
N -0.81397 1.87995 -0.19137 -0.17
N 5.16615 0.08437 0.81534 -0.32
N 4.14707 -0.93831 -0.86912 -0.03
C 1.49047 2.09385 -1.14719 -1.27
C 4.37876 -3.00546 -1.54443 -0.68
C 2.38311 1.65730 1.59888 -1.42
C 3.30573 1.55728 0.41188 0.33
C 2.71477 1.81610 -0.83013 0.10
C -5.26873 -1.45523 0.18445 -0.86
C 0.56576 2.04029 0.06717 0.66
C -2.83109 -0.74892 0.89239 0.32
C -3.77257 0.23496 0.49522 0.05
C -3.06470 2.17518 -0.82573 -0.22
C 1.07732 1.78899 1.18170 -0.23
C 3.94535 -1.53784 -1.79103 -0.19
C -2.89128 -1.98533 0.74780 0.58
C -1.93381 -2.98253 1.16233 -1.68
C -1.67642 2.33425 -1.16940 0.28
C 5.02435 -1.04510 0.13538 0.61
C -4.19156 -2.27373 0.45878 -0.09
C -6.01740 0.86877 0.04723 -1.74
C -5.00734 -0.24318 0.03131 1.24
C 5.29150 -3.23257 -0.47273 -0.19
H -2.10524 -4.10422 0.70640 0.31
H 2.94077 1.78871 2.48689 0.54
H -1.75169 -0.27890 0.80569 -0.19
H 3.38504 1.88223 -1.83722 0.19
H -4.45292 -3.47748 0.48536 0.08
H -1.36173 2.06187 1.05896 0.32
H -3.70700 1.78576 -1.59028 0.41
H -1.86172 -2.99258 2.05531 0.53
H 3.23402 -1.54677 -2.59837 0.36
H -3.49114 3.41088 -0.68327 0.22
H 5.79565 -0.36745 1.79248 0.37
H 5.69394 -4.17697 -0.48373 0.43
H -5.89551 1.76381 0.36021 0.58
H -6.34268 1.15727 -0.95078 0.43
H 0.92880 2.14980 -1.94785 0.89
H -0.93713 -2.78082 0.72608 0.35
H 4.30374 -3.69464 -2.36941 0.37
H 0.46022 1.79138 1.99752 0.42
H -6.44199 -1.68160 -0.05863 0.16
H -7.15416 0.56940 0.30690 0.27
```

Values from the calculation:
HOMO level = -8.35 eV
Relative energy (zero: lowest compared OMol25 entry of this formula, charge and spin) = 1821.34 kJ/mol



- Among the records above, which one has the lowest HOMO level?
  C20H20ClF6HgN4O4P



- Which of these has the lowest HOMO level?
  C20H20ClF6HgN4O4P